Density functional theory data (wB97M-V/def2-TZVPD) for a structure of composition C24H43CoN2OP3 at a distorted geometry.

The total energy comes out at -96078.756 eV. As for the LUMO energy (spin up / spin down): -8.838 / -11.100 eV. The energy relative to the best compared isomer or geometry (same formula, charge and spin) comes out at 0.00 kcal per mole.

Structure (ORCA input):
```
! RIJCOSX wB97M-V def2-TZVPD def2/J DEFGRID3
* xyz 3 5
Co -0.44556 1.03230 -0.30091
P -0.84106 2.96200 -1.09786
P -2.17644 -0.08543 -0.35951
P 2.06747 0.68972 -0.78409
H 0.13929 -7.56720 -2.34451
C 1.03419 -7.34816 -1.74395
C 1.00276 -7.50972 -0.41116
H 0.10871 -7.93632 0.06618
C -0.70535 3.15012 -2.93349
C -2.54542 3.64672 -0.98671
C 0.09552 4.41534 -0.45909
C -2.15587 -1.81445 0.20726
C -3.53093 0.70356 0.57581
C -2.79119 -0.17093 -2.08121
C 3.30459 -0.56598 -0.39782
C 2.63956 2.19088 0.06316
C 1.84429 0.89741 -2.55101
H 1.95393 -7.06259 -2.27406
H 1.86514 -7.29239 0.23127
H -1.09473 4.13076 -3.23902
H -1.30996 2.37227 -3.41459
H 0.32973 3.05397 -3.27189
H -2.59972 4.59123 -1.54562
H -2.84572 3.86081 0.04059
H -3.27894 2.96512 -1.42815
H 0.83138 4.76486 -1.19659
H 0.62485 4.16945 0.46807
H -0.59280 5.24395 -0.24076
H -3.07886 -2.04409 0.75909
H -1.26646 -1.98209 0.84583
H -2.06289 -2.46594 -0.67613
H -4.37201 -0.00771 0.68984
H -3.86858 1.60886 0.04330
H -3.16727 1.00786 1.57590
H -3.71923 -0.75330 -2.11597
H -2.02888 -0.65930 -2.70062
H -2.97302 0.83473 -2.48003
H 4.27696 -0.09570 -0.19566
H 3.38597 -1.27477 -1.23121
H 2.94905 -1.09816 0.49240
H 3.71609 2.09887 0.25971
H 2.13032 2.32889 1.02277
H 2.46954 3.08991 -0.53974
H 2.54678 0.25675 -3.10326
H 2.05018 1.94985 -2.78913
H 0.81360 0.64876 -2.85802
C 1.12312 -2.96798 0.12239
C 0.67092 -2.77700 -1.23517
C 1.36229 -3.37673 -2.27221
C 2.52918 -4.13353 -2.01706
C 2.82054 -4.50096 -0.69061
C 2.07218 -4.01712 0.36229
O 0.76847 -2.18771 1.07060
H 0.95289 -0.03389 -0.09309
H -0.16495 -2.09430 -1.41602
H 0.95811 -3.27839 -3.28363
H 3.16973 -4.48866 -2.84058
H 3.61004 -5.22651 -0.49601
H 2.23413 -4.30113 1.39168
N 0.73879 0.80643 3.83137
C 0.67802 0.42825 2.53634
N -0.11991 1.23645 1.84888
C -0.63117 2.20007 2.73990
C -1.76807 3.02678 2.63107
C -2.26670 3.60310 3.81381
C -1.67318 3.35392 5.06770
C -0.55366 2.50377 5.16976
C -0.07145 1.93608 3.99915
H 1.26188 0.31971 4.55031
H 1.15271 -0.45891 2.13005
H -2.25084 3.15902 1.66130
H -3.16131 4.22658 3.73765
H -2.09666 3.83176 5.96259
H -0.07411 2.28014 6.12813
*
```